19
Properties=species:S:1:pos:R:3:forces:R:3 method="wB97M-V/def2-TZVPD" e_homo_ev=-8.578 lumo_energy_ev=0.15 homo_lumo_gap_ha=0.321 spin_multiplicity=1
C -2.4591 1.9333 1.7972 -0.3 0.0 0.0
N -1.2091 1.7028 1.1120 0.3 0.5 0.1
C -0.9907 0.6559 0.3145 -0.4 -0.8 -0.1
O -1.8249 -0.1982 0.0210 0.5 0.5 0.1
C 0.4602 0.5924 -0.2013 0.7 1.3 -0.2
O 1.2280 1.5395 0.0037 -0.5 -0.8 0.0
C 0.7900 -0.6449 -0.8095 -0.8 -0.9 0.9
C 0.6469 -1.0778 -2.1829 -0.6 -0.8 0.4
O 1.9901 -0.7383 -1.6853 3.3 -1.9 1.4
H -2.6061 1.2109 2.6137 0.0 0.2 -0.2
H -2.4523 2.9446 2.2163 0.0 -0.2 -0.1
H -3.2998 1.8403 1.0971 0.2 0.0 0.2
H -0.4321 2.3442 1.2251 -0.1 -0.2 0.0
H 0.5214 -2.1392 -2.4112 0.0 0.3 0.0
H 0.3210 -0.3811 -2.9591 0.3 -0.2 0.1
H 1.6265 -1.9719 0.4279 2.7 -1.8 -0.3
O 2.6185 -2.5560 0.4538 -2.7 2.6 -1.1
H 2.6099 -1.6193 -1.1317 -2.1 2.4 -1.3
H 2.4614 -3.4372 0.0987 -0.3 -0.1 0.1